[1]
2 unconnected molecules or ions with the total composition C7H14N at a distorted geometry, computed with wB97M-V/def2-TZVPD.

Geometry as XYZ:
```
22
C7H14N | the Open Molecules 2025 dataset | wB97M-V/def2-TZVPD
C -0.9299 1.0731 -0.7025
C -0.5498 -0.2826 -0.9866
C 0.4740 0.1587 0.0982
C 1.7067 0.6908 -0.2363
C -1.5192 -0.8224 3.3049
C -1.1514 -0.4608 1.8761
C 0.0942 -0.1784 1.4765
N 1.4847 -0.0846 -3.5042
H -0.6100 1.7999 -1.4413
H -1.9151 1.2123 -0.2750
H -0.1236 -0.3739 -2.0034
H -1.1381 -1.1525 -0.7335
H 1.6395 1.6131 -0.8264
H 2.6907 0.3204 0.0372
H -2.2277 -0.2268 3.8767
H -1.8347 -1.8639 3.3078
H -0.5633 -0.8045 3.8480
H -2.0003 -0.4914 1.2027
H 0.8564 -0.0898 2.2427
H 1.9920 -0.9115 -3.8127
H 1.8932 0.1988 -2.6191
H 1.7318 0.6759 -4.1297
```

The charge is +1. As for the frontier orbital gap: 6.88 eV. For the maximum force, the calculation gives 0.060 hartree/bohr. Its LUMO energy is -6.333 eV. The energy relative to the best compared isomer or geometry (same formula, charge and spin) comes out at 391.6 kJ/mol.

[2]
2 unconnected molecules or ions with the total composition C7H14N2 at a distorted geometry, computed with wB97M-V/def2-TZVPD.

Geometry as XYZ:
```
23
C7H14N2 | the Open Molecules 2025 dataset | wB97M-V/def2-TZVPD
C 1.3769 0.6602 -3.1007
C 2.0630 0.8801 -1.8203
C 2.1027 0.0082 -0.7502
N 2.8217 0.6181 0.2270
C 3.1455 1.8522 -0.2393
N 2.7170 2.0315 -1.4655
H 0.7671 1.5097 -3.4178
H 0.6761 -0.1765 -3.0820
H 1.9818 0.4615 -3.9935
H 1.6217 -0.9519 -0.6702
H 2.9718 0.3573 1.1908
H 3.5434 2.6746 0.3253
C -1.2455 -0.2710 1.8567
C -2.5112 -0.5878 1.0801
C -3.3276 -1.8278 1.5178
H -1.3561 0.5999 2.4962
H -0.4500 -0.0613 1.1325
H -0.7902 -1.0337 2.4963
H -3.2290 0.2146 1.3144
H -2.4322 -0.5721 -0.0043
H -4.3306 -1.7817 1.1193
H -2.7763 -2.7112 1.1811
H -3.3399 -1.8928 2.6064
```

The charge is 0. As for the frontier orbital gap: 9.33 eV. For the maximum force, the calculation gives 0.047 hartree/bohr. The SMILES is Cc1c[nH]cn1.CCC. Its LUMO energy is 0.810 eV. The energy relative to the best compared isomer or geometry (same formula, charge and spin) comes out at 49.2 kJ/mol.